The following is a quantum chemistry calculation of C30H38BMnN7S3 as an isolated structure, from the OMol25 dataset.

Cartesian coordinates (Å):
Mn -1.0287 1.9222 -0.4769
C 3.1035 2.8242 -4.0475
C 3.5974 2.8071 -2.6029
C 3.2637 4.1334 -1.9303
C 5.1192 2.6245 -2.5421
N 2.9625 1.6175 -1.9252
C 3.3518 0.3371 -2.2881
C 2.6817 -0.5289 -1.5129
N 1.8783 0.1974 -0.6512
B 0.9046 -0.4349 0.4266
N -1.3682 -0.9384 -0.8871
C -1.3732 -2.3286 -0.9016
C -2.2218 -2.7048 -1.8696
N -2.7475 -1.5568 -2.4580
C -2.2118 -0.4834 -1.8459
S -2.4700 1.1913 -2.1053
C -3.7706 -1.5528 -3.5613
C -5.0575 -0.9238 -3.0247
C -4.0430 -2.9934 -3.9808
C -3.2275 -0.7909 -4.7699
N 0.9967 0.3752 1.7748
C 2.0464 0.7874 2.5549
C 1.5395 1.5376 3.5585
N 0.1601 1.5754 3.4001
C -0.1206 0.8665 2.2921
S -1.6170 0.4712 1.4883
C -0.7960 2.4054 4.2075
C -1.9728 1.5363 4.6491
C -0.0654 2.9224 5.4426
C -1.2587 3.5835 3.3546
C 2.0372 1.5101 -0.9386
S 1.0787 2.7759 -0.2474
H 3.5414 3.6770 -4.5678
H 2.0171 2.9210 -4.0793
H 3.3893 1.9171 -4.5834
H 3.8739 4.9014 -2.4074
H 3.5043 4.1201 -0.8669
H 2.2187 4.4064 -2.0500
H 5.5971 3.4996 -2.9814
H 5.4628 1.7522 -3.0961
H 5.4520 2.5345 -1.5062
H 4.0488 0.1422 -3.0822
H 2.6955 -1.6039 -1.5305
H 2.4033 -2.1766 0.3510
H -0.7770 -2.9215 -0.2327
H -2.4986 -3.6959 -2.1745
H -5.4195 -1.4823 -2.1592
H -5.8249 -0.9489 -3.7993
H -4.8966 0.1136 -2.7339
H -4.4946 -3.5784 -3.1771
H -3.1356 -3.4916 -4.3276
H -4.7497 -2.9736 -4.8089
H -3.0631 0.2612 -4.5523
H -3.9526 -0.8599 -5.5816
H -2.2870 -1.2314 -5.1087
H 3.0672 0.5118 2.3463
H 2.0472 2.0205 4.3724
H -1.6195 0.6141 5.1157
H -2.6327 1.2794 3.8208
H -2.5636 2.0844 5.3825
H 0.3336 2.0992 6.0388
H -0.7729 3.4716 6.0615
H 0.7430 3.6046 5.1783
H -1.6869 3.2457 2.4133
H -0.4267 4.2556 3.1372
H -2.0294 4.1416 3.8880
N -1.0805 -7.0547 4.4712
C -0.6431 -6.1744 3.8736
C -0.1057 -5.0805 3.1166
C -0.8042 -3.8683 3.0462
C -0.3131 -2.8262 2.2964
C 0.9008 -2.9406 1.5667
C 1.6018 -4.1732 1.6898
C 1.1118 -5.2159 2.4368
C 1.4170 -1.9254 0.7376
C -0.6258 -0.0288 -0.0508
H -1.7349 -3.7623 3.5901
H -0.8643 -1.8953 2.2631
H 2.5459 -4.2841 1.1686
H 1.6591 -6.1463 2.5136

- Gap between HOMO and LUMO (spin up / spin down): 7.08 / 6.81 eV
- Largest force on an atom: 0.829 eV Å⁻¹
- Spin multiplicity: 5
- ⟨S²⟩: 6.120
- Charge: +1
- Molecular weight: 658.63 g mol⁻¹
- E_tot: -3919.5633 a.u.

Here are the Mulliken charges for atoms 1 to 4, given in e:
1 Mn -0.63
2 C -1.47
3 C 1.05
4 C -2.10

The following is a quantum chemistry calculation of C30H38BrCl5MgN5O3SSi as an isolated structure, from the OMol25 dataset.

Cartesian coordinates (Å):
Mg 0.3446 1.8288 -0.2580
N 3.6289 4.2065 -1.9148
C 2.7430 3.6201 -1.0480
S 2.9195 1.9268 -0.7393
N 1.9078 4.4458 -0.4564
N 1.0531 3.7716 0.3517
C 0.5940 4.3187 1.4024
C -0.2353 3.4762 2.2753
C -1.0129 4.0179 3.2887
C -1.8080 3.1748 4.0462
C -1.7878 1.8164 3.7812
C -0.9698 1.3577 2.7598
N -0.2055 2.1571 2.0270
H 4.0560 3.5755 -2.5704
H 3.3279 5.0977 -2.2787
H 0.8298 5.3461 1.6701
H -1.0130 5.0881 3.4486
H -2.4450 3.5749 4.8248
H -2.4016 1.1219 4.3374
H -0.9438 0.3069 2.4957
Cl -3.9787 -1.0337 0.1126
C -3.7983 0.6849 -0.0266
C -4.7834 1.5832 0.4620
C -4.9194 2.9249 0.4078
Cl -6.3161 3.5394 1.3249
C -4.1839 3.9750 -0.3239
C -4.8404 5.0983 -0.8053
C -4.1326 6.0916 -1.4661
C -2.7682 5.9318 -1.6117
N -2.1113 4.8588 -1.1814
C -2.7907 3.8874 -0.5675
C -1.9899 2.7538 -0.0942
O -1.2946 0.3472 -0.1948
H -5.5534 1.0584 1.0174
H -5.9063 5.1982 -0.6526
H -4.6290 6.9747 -1.8464
H -2.1648 6.6928 -2.0959
C 2.0936 -3.7461 -2.4475
C 2.2190 -2.4578 -1.6163
C 3.6834 -1.9981 -1.6676
C 1.4025 -1.3424 -2.2922
Si 1.6340 -2.7612 0.1809
Br 1.4040 -0.7078 1.1119
C -0.0921 -3.5954 0.3198
C -1.0483 -3.0767 -0.7643
C 0.0243 -5.1208 0.1735
C -0.7784 -3.2787 1.6591
C 2.9644 -3.6066 1.2889
C 3.5113 -4.8776 0.6202
C 2.3780 -3.9939 2.6547
C 4.1517 -2.6747 1.5825
H 2.5013 -3.5605 -3.4468
H 1.0574 -4.0584 -2.5763
H 2.6494 -4.5825 -2.0173
H 3.9257 -1.7342 -2.7022
H 4.3804 -2.7780 -1.3564
H 3.8512 -1.1047 -1.0630
H 1.6769 -1.3008 -3.3519
H 1.6334 -0.3629 -1.8747
H 0.3264 -1.4811 -2.2370
H -0.7253 -3.3254 -1.7746
H -1.1846 -1.9973 -0.6962
H -2.0306 -3.5379 -0.6108
H 0.5109 -5.4131 -0.7594
H -0.9836 -5.5501 0.1650
H 0.5675 -5.5840 0.9981
H -1.0096 -2.2154 1.7321
H -0.1936 -3.5674 2.5305
H -1.7292 -3.8217 1.6991
H 2.7304 -5.5970 0.3692
H 4.2066 -5.3721 1.3081
H 4.0653 -4.6493 -0.2911
H 1.6094 -4.7635 2.5854
H 1.9551 -3.1289 3.1697
H 3.1826 -4.3923 3.2831
H 4.6748 -2.3491 0.6869
H 4.8692 -3.2205 2.2064
H 3.8430 -1.7848 2.1299
Cl -2.2668 -0.5731 -2.9751
C -2.2364 1.1365 -2.5947
Cl -2.3732 1.3368 -0.5728
Cl -3.6816 1.9342 -3.1480
C -0.8955 1.8207 -3.0721
O -0.9212 2.2475 -4.2087
O 0.0460 1.7716 -2.2397

- Gap between HOMO and LUMO: 6.65 eV
- Largest force on an atom: 0.461 eV Å⁻¹
- Charge: -1
- Molecular weight: 858.29 g mol⁻¹
- E_tot: -7428.1326 a.u.

Here are the Mulliken charges for atoms 1 to 4, given in e:
1 Mg 1.69
2 N -0.46
3 C 0.51
4 S -0.45

The following is a quantum chemistry calculation of C30H38ClCsN8O4 as an isolated structure at a distorted geometry, from the OMol25 dataset.

Cartesian coordinates (Å):
Cs -0.3176 -0.1044 0.4318
C 1.7002 4.5358 0.9718
C 2.1273 3.1006 0.7966
C 2.3515 2.5682 -0.4674
C 2.8235 1.2680 -0.6186
C 3.0520 0.4724 0.4938
C 2.8164 0.9899 1.7629
C 2.3613 2.2907 1.9082
H 1.2872 4.9366 0.0469
H 2.5525 5.1566 1.2557
H 0.9507 4.6247 1.7591
H 2.1660 3.1794 -1.3439
H 3.0060 0.8770 -1.6132
H 3.3822 -0.5527 0.3858
H 2.9686 0.3676 2.6334
H 2.1838 2.6896 2.9011
O -0.2677 -5.5903 2.8647
C 0.3463 -5.9099 1.7487
O 0.3968 -7.0474 1.3398
C 0.9708 -4.7937 0.9601
C 1.5111 -4.9451 -0.2970
Cl 1.5393 -6.3344 -1.2732
N 1.9549 -3.7327 -0.7199
N 1.7171 -2.7934 0.2133
C 1.1302 -3.3987 1.2301
C 0.6599 -2.5152 2.3745
O -0.0166 -3.0770 3.2696
O 0.9278 -1.3009 2.3154
C 2.5106 -3.3258 -1.9702
C 3.2931 -4.1655 -2.7490
C 3.7778 -3.7107 -3.9665
C 3.5059 -2.4242 -4.4055
C 2.7625 -1.5740 -3.5976
C 2.2733 -2.0210 -2.3833
H -0.2589 -4.5754 3.0412
H 3.5336 -5.1610 -2.4098
H 4.3834 -4.3727 -4.5716
H 3.8848 -2.0785 -5.3583
H 2.5629 -0.5555 -3.9060
H 1.7478 -1.3615 -1.7119
C -5.8806 -1.4235 -1.6540
N -5.0447 -1.9622 -0.5943
C -5.6054 -3.1416 0.0644
C -4.3986 -3.7287 0.7696
N -3.3399 -3.3492 -0.1465
C -1.9765 -3.6213 0.2434
C -3.6707 -2.1583 -0.7641
N -2.7905 -1.4336 -1.3484
C -3.1360 -0.2081 -2.0384
C -1.8416 0.5335 -2.4393
N -1.6631 1.7948 -1.7420
C -2.4124 2.8089 -1.9459
N -2.2782 3.9468 -1.1614
C -1.6697 3.8232 0.1407
C -3.4762 4.7554 -1.2831
C -3.9051 4.4216 -2.6973
N -3.4705 3.0332 -2.8285
C -3.5126 2.5101 -4.1826
H -6.9110 -1.4334 -1.3013
H -5.8246 -2.0253 -2.5695
H -5.6223 -0.3978 -1.8918
H -6.0020 -3.8448 -0.6787
H -6.4076 -2.8579 0.7448
H -4.4516 -4.8105 0.8815
H -4.2451 -3.2780 1.7593
H -1.8705 -4.6920 0.4081
H -1.7304 -3.0987 1.1763
H -1.2996 -3.3084 -0.5477
H -3.7243 0.4635 -1.4005
H -3.7279 -0.4100 -2.9374
H -1.8050 0.6431 -3.5249
H -1.0093 -0.1154 -2.1626
H -0.7094 3.3243 0.0431
H -2.3020 3.2487 0.8320
H -1.5179 4.8200 0.5524
H -3.2551 5.8126 -1.1396
H -4.2383 4.4530 -0.5513
H -3.3909 5.0608 -3.4262
H -4.9798 4.5064 -2.8554
H -4.3855 2.9388 -4.6725
H -3.6238 1.4311 -4.1965
H -2.6228 2.7865 -4.7594

- Gap between HOMO and LUMO: 8.58 eV
- Largest force on an atom: 1.027 eV Å⁻¹
- Molecular weight: 743.04 g mol⁻¹
- E_tot: -2385.3862 a.u.

Here are the Mulliken charges for atoms 1 to 4, given in e:
1 Cs 1.31
2 C -1.70
3 C 0.96
4 C -0.18

The following is a quantum chemistry calculation of a 2-piece molecular cluster, C30H38N5 overall at a distorted geometry, from the OMol25 dataset.

Cartesian coordinates (Å):
C -6.3294 0.6131 0.7915
C -6.4088 -0.7317 1.5207
N -5.1508 -1.4913 1.4136
C -5.2418 -2.9619 1.5691
C -4.0354 -3.6673 0.9469
C -2.7277 -3.0762 1.4944
C -2.7231 -1.5749 1.4840
C -3.9183 -0.8363 1.3559
C -3.8350 0.5724 1.2357
C -2.6039 1.1894 1.1799
C -1.3992 0.4677 1.3227
C -0.1403 1.1065 1.1946
C 1.1165 0.4644 1.0677
C 2.3211 1.1849 1.2190
C 3.5499 0.5640 1.2003
C 3.6321 -0.8467 1.0973
N 4.8639 -1.5038 1.0767
C 6.1220 -0.7436 0.9776
C 6.0348 0.6020 1.7045
C 4.7885 1.4043 1.2990
C 4.9529 -2.9733 0.9145
C 3.7411 -3.6781 1.5270
C 2.4361 -3.0872 0.9709
C 2.4378 -1.5846 0.9492
C 1.2409 -0.9222 0.8315
C -1.5219 -0.9163 1.5679
C -5.0759 1.4129 1.1794
H -6.3112 0.4301 -0.2899
H -7.2343 1.2075 0.9757
H -6.6159 -0.5860 2.5861
H -7.2259 -1.3457 1.1252
H -5.2973 -3.1827 2.6399
H -6.1816 -3.3192 1.1319
H -4.0753 -4.7522 1.1191
H -4.0685 -3.5400 -0.1431
H -2.5473 -3.4197 2.5195
H -1.8701 -3.4312 0.9052
H -2.5520 2.2540 1.0404
H -0.1389 2.1815 1.1999
H 2.2704 2.2526 1.3353
H 6.9371 -1.3563 1.3791
H 6.3346 -0.5984 -0.0868
H 6.0015 0.4201 2.7859
H 6.9435 1.1941 1.5325
H 4.9449 1.9051 0.3346
H 4.6027 2.2145 2.0178
H 5.0122 -3.1879 -0.1575
H 5.8902 -3.3349 1.3535
H 3.7840 -4.7629 1.3542
H 3.7659 -3.5522 2.6175
H 2.2474 -3.4548 -0.0444
H 1.5795 -3.4223 1.5730
H 0.3908 -1.4803 0.4837
H -0.6676 -1.4767 1.8984
H -4.9102 2.2387 0.4735
H -5.2105 1.8923 2.1577
C -1.0875 2.3752 -2.5887
C -0.7169 3.8138 -3.0327
N 0.0868 3.5385 -4.2257
C 1.2207 4.2569 -4.8435
C 2.0671 3.1346 -5.4871
N 1.4264 1.8727 -5.0709
C 0.3035 2.1449 -4.2783
N -0.3199 1.4751 -3.3520
H -0.8898 2.2028 -1.5208
H -2.1515 2.1555 -2.7585
H -1.5825 4.4302 -3.2937
H -0.1026 4.3378 -2.2928
H 0.8389 4.9727 -5.5758
H 1.7624 4.8103 -4.0725
H 2.0384 3.1877 -6.5810
H 3.1174 3.1764 -5.1731
H 2.0657 1.1418 -4.7621

- Gap between HOMO and LUMO: 5.62 eV
- Largest force on an atom: 3.469 eV Å⁻¹
- Charge: +1
- Molecular weight: 468.67 g mol⁻¹
- E_tot: -1439.5327 a.u.

Here are the Mulliken charges for atoms 1 to 4, given in e:
1 C -0.89
2 C -0.59
3 N 0.05
4 C -0.68

The following is a quantum chemistry calculation of C30H39DyO6P as an isolated structure at a distorted geometry, from the OMol25 dataset.

Cartesian coordinates (Å):
Dy -0.0499 0.3135 0.5515
C 2.6204 -1.1381 2.1617
C 1.5353 -0.8290 3.1864
O 0.2108 -0.9627 2.6352
C -0.3635 -2.2829 2.6341
C -0.0189 -3.0439 1.3580
O -0.1369 -2.1628 0.2225
C -1.0596 -2.5608 -0.8029
C -2.4444 -2.0089 -0.5052
O -2.3326 -0.6137 -0.1480
C -3.0867 0.3205 -0.9482
C -2.2403 0.8344 -2.0954
O -1.0418 1.3588 -1.4957
C -0.0948 1.9554 -2.3991
C 1.0477 0.9908 -2.6526
O 1.4981 0.5265 -1.3664
C 2.5901 -0.4096 -1.4485
C 3.2474 -0.4965 -0.0835
O 2.2116 -0.5610 0.9101
H 2.7698 -2.2103 2.0259
H 3.5595 -0.6965 2.5015
H 1.6042 0.2140 3.5016
H 1.6527 -1.4663 4.0624
H -1.4415 -2.1345 2.7115
H -0.0325 -2.8446 3.5081
H -0.6878 -3.8992 1.2599
H 1.0039 -3.4176 1.3776
H -1.0983 -3.6457 -0.9008
H -0.6686 -2.1459 -1.7347
H -2.8957 -2.5313 0.3399
H -3.0897 -2.1382 -1.3738
H -3.3439 1.1491 -0.2865
H -4.0043 -0.1362 -1.3154
H -2.7745 1.6272 -2.6207
H -1.9918 0.0341 -2.7987
H 0.2721 2.8593 -1.9110
H -0.5689 2.2370 -3.3386
H 1.8583 1.5079 -3.1680
H 0.7257 0.1383 -3.2572
H 3.3254 -0.0646 -2.1763
H 2.2070 -1.3818 -1.7680
H 3.8737 0.3784 0.1033
H 3.8676 -1.3929 -0.0421
C -2.9042 6.0756 -0.2529
C -1.5844 5.8858 -0.6501
C -0.8270 4.8859 -0.0675
C -1.3888 4.0837 0.9341
C -2.7184 4.2617 1.3179
C -3.4658 5.2685 0.7285
P -0.3559 2.7973 1.6724
C -1.1377 2.3409 3.2479
C -1.9783 1.2236 3.2592
C -2.6600 0.8701 4.4101
C -2.4897 1.6254 5.5638
C -1.6434 2.7267 5.5630
C -0.9633 3.0880 4.4097
C 1.2362 3.5911 2.0092
C 1.3128 4.9215 2.4218
C 2.5511 5.4841 2.6850
C 3.7110 4.7376 2.5204
C 3.6431 3.4178 2.0947
C 2.4077 2.8478 1.8366
H -3.4935 6.8623 -0.7051
H -1.1442 6.5288 -1.4008
H 0.2139 4.7597 -0.3445
H -3.1531 3.6483 2.0979
H -4.4871 5.4341 1.0445
H -2.1254 0.6427 2.3493
H -3.3282 0.0186 4.4166
H -3.0211 1.3539 6.4661
H -1.5127 3.3107 6.4642
H -0.3086 3.9493 4.4142
H 0.4124 5.5138 2.5279
H 2.6122 6.5129 3.0134
H 4.6751 5.1871 2.7179
H 4.5553 2.8507 1.9619
H 2.3403 1.8162 1.5001

- Gap between HOMO and LUMO (spin up / spin down): 5.72 / 8.91 eV
- Largest force on an atom: 2.275 eV Å⁻¹
- Spin multiplicity: 6
- ⟨S²⟩: 9.189
- Charge: +3
- Molecular weight: 689.11 g mol⁻¹
- E_tot: -2843.4939 a.u.

Here are the Mulliken charges for atoms 1 to 4, given in e:
1 Dy 0.41
2 C -0.85
3 C -0.73
4 O 0.09

The following is a quantum chemistry calculation of C30H39FeN3O as an isolated structure at a distorted geometry, from the OMol25 dataset.

Cartesian coordinates (Å):
Fe 0.3146 0.0245 -0.5816
N -3.5331 1.2518 -1.6429
N 1.2307 1.3305 -1.7619
C 1.0113 -1.5670 0.4714
C 0.4499 -1.9145 -0.8274
C -0.9609 -1.5848 -0.7850
C -2.0073 -1.8677 -1.8328
H -1.5344 -2.1257 -2.7882
H -2.6544 -0.9817 -1.9776
H -2.6491 -2.7122 -1.5123
C -1.2492 -1.0107 0.5051
C -2.6272 -0.6327 0.9614
H -3.2558 -1.5287 1.0931
H -3.1317 -0.0003 0.2148
H -2.5971 -0.0981 1.9175
C -0.0345 -0.9673 1.2661
C 0.0419 -0.6686 2.7292
H -0.6040 0.1886 2.9809
H 1.0708 -0.4269 3.0200
H -0.2902 -1.5453 3.3176
C 1.1073 -2.7439 -1.8907
H 0.9652 -3.8207 -1.6612
H 2.1836 -2.5287 -1.9320
H 0.6588 -2.5512 -2.8818
C 2.2948 -2.1119 1.0170
H 2.6201 -1.5242 1.8849
H 3.0853 -2.0809 0.2521
H 2.1567 -3.1718 1.3394
C -4.4537 2.2643 -1.5169
H -5.5673 2.0189 -1.4976
C -4.0866 3.6401 -1.4050
H -4.8522 4.4631 -1.2823
C -2.7063 3.9601 -1.4296
H -2.3262 5.0017 -1.3128
C -1.7686 2.9359 -1.5791
H -0.6748 3.0666 -1.6219
C -2.1724 1.5848 -1.6633
C -1.1468 0.5726 -1.8572
H -1.0272 0.4755 -3.0858
C 1.8730 1.0282 -0.6594
C 2.0699 1.9211 -2.6274
H 1.6655 2.3215 -3.5102
C 3.3329 1.8371 -2.1703
H 4.2658 2.1644 -2.5800
N 3.2221 1.2679 -0.8735
C 4.2670 0.7345 -0.1066
C 5.1939 -0.1314 -0.6897
C 6.1617 -0.7046 0.1496
H 6.9599 -1.3502 -0.2776
C 6.1275 -0.4639 1.5383
C 7.2105 -0.9968 2.4198
H 6.8063 -1.1747 3.4210
H 8.0274 -0.2692 2.4946
H 7.5992 -1.9218 1.9914
C 5.0895 0.3076 2.1009
H 5.0479 0.4773 3.2035
C 4.1245 0.8829 1.2711
C 2.9499 1.6397 1.8125
H 2.8796 2.6568 1.3696
H 3.0493 1.7586 2.9432
H 1.9565 1.1099 1.6139
C 5.0728 -0.5251 -2.1240
H 5.2045 0.3150 -2.8195
H 4.1055 -1.0075 -2.3567
H 5.8576 -1.2704 -2.3665
C -2.2908 2.6322 3.3728
C -1.8312 2.8921 1.9536
O -0.4994 2.3791 1.7745
H -1.6208 3.1028 4.0998
H -2.3564 1.5596 3.5863
H -3.2859 3.0656 3.5061
H -2.5005 2.3832 1.2428
H -1.8361 3.9728 1.7399
H -0.1571 2.6971 0.9153

- Gap between HOMO and LUMO (spin up / spin down): 1.51 / 5.73 eV
- Largest force on an atom: 3.465 eV Å⁻¹
- Spin multiplicity: 5
- ⟨S²⟩: 6.043
- Charge: -2
- Molecular weight: 513.51 g mol⁻¹
- E_tot: -2669.4641 a.u.

Here are the Mulliken charges for atoms 1 to 4, given in e:
1 Fe 0.53
2 N -0.37
3 N -0.09
4 C 0.33